No. 1
30
Properties=species:S:1:pos:R:3:forces:R:3:lowdin_charge:R:1 method="wB97M-V/def2-TZVPD" smiles="C[C@H]1OC(=O)[C@H](CCC(F)(F)F)[C@H]1P(C)O" homo_energy_ev=-9.0 gap_ev=9.66 e_tot_ev=-33144.9761
C 2.131 -1.695 -1.354 0.120 0.029 0.149 -0.05
C 1.245 -0.458 -1.465 -0.168 0.310 0.639 -0.35
O 0.126 -0.781 -2.305 -0.095 -0.646 -0.164 0.04
C -0.641 -1.610 -1.517 -0.411 -0.160 -0.463 -0.43
O -1.300 -2.516 -1.958 0.451 0.958 0.406 0.15
C -0.523 -1.129 -0.049 -0.575 -0.330 -0.847 -0.21
C -1.942 -0.734 0.379 -0.059 -0.156 -0.011 -0.11
C -2.439 0.591 -0.191 -0.057 0.329 0.511 -0.06
C -2.443 1.718 0.824 0.008 0.523 0.242 -0.57
F -3.608 1.752 1.533 0.759 0.008 -0.315 0.12
F -1.429 1.614 1.725 -0.587 0.201 -0.483 0.11
F -2.309 2.941 0.221 -0.149 -0.796 0.441 0.11
C 0.527 -0.044 -0.156 0.923 -0.434 0.730 -0.38
P 1.823 0.052 1.171 0.019 -0.128 -0.043 0.92
C 2.368 1.770 0.825 -0.218 -0.241 0.012 -0.24
O 0.957 0.248 2.568 -0.161 0.289 -0.384 -0.31
H 3.182 -1.438 -1.341 0.272 0.119 0.018 0.08
H 1.947 -2.254 -0.446 -0.126 -0.185 0.177 0.06
H 1.952 -2.351 -2.195 -0.015 -0.049 -0.297 0.10
H 1.834 0.363 -1.849 -0.308 0.261 -0.634 0.14
H -0.216 -1.998 0.521 0.151 -0.108 0.278 0.15
H -2.040 -0.765 1.455 0.084 0.189 0.299 0.12
H -2.603 -1.509 0.009 -0.071 -0.286 -0.039 0.12
H -1.856 0.935 -1.035 0.122 -0.035 -0.267 0.13
H -3.464 0.490 -0.520 -0.248 0.046 -0.169 0.13
H 0.057 0.927 -0.242 0.024 0.228 -0.311 0.10
H 2.028 2.084 -0.157 0.085 0.078 -0.218 0.03
H 3.446 1.796 0.868 0.336 0.221 -0.001 0.02
H 1.955 2.465 1.547 -0.096 0.045 0.230 0.05
H 1.235 -0.464 3.137 -0.012 -0.282 0.517 0.03

=====

No. 2
11
Properties=species:S:1:pos:R:3:forces:R:3:lowdin_charge:R:1 method="wB97M-V/def2-TZVPD" homo_energy_ev=-8.5 gap_ev=8.68 e_tot_ev=-8224.5788 de_lowest_kj_mol=474.2
C -1.066 -0.173 2.591 0.203 0.034 -0.503 0.14
C -0.611 -0.086 1.478 -0.153 -0.118 0.456 -0.06
C -0.077 0.063 0.160 0.217 -0.086 -0.260 -0.30
C 0.070 1.200 -0.606 -0.371 0.221 0.083 -0.09
C 0.498 0.844 -1.909 -0.636 0.531 0.376 -0.10
N 0.629 -0.534 -1.867 0.196 0.792 -0.264 -0.05
N 0.378 -0.992 -0.564 0.315 0.078 0.109 0.05
H -1.472 -0.243 3.579 0.100 0.007 -0.239 0.04
H -0.128 2.203 -0.268 -0.099 -0.006 0.065 0.09
H 1.598 -0.316 -2.215 0.205 -1.650 0.302 0.13
H 0.180 -1.967 -0.380 0.024 0.196 -0.126 0.16

=====

No. 3
9
Properties=species:S:1:pos:R:3:forces:R:3:mulliken_spin:R:1 method="wB97M-V/def2-TZVPD" homo_energy_ev="-13.4 / -13.4" gap_ev="8.84 / 1.01" multiplicity=2 e_tot_ev=-6226.7026 charge=+1 s2=0.756 de_lowest_kj_mol=220.7
O -1.836 -3.040 4.106 1.200 -4.961 -2.348 0.00
H -2.324 -3.129 4.836 -2.521 1.086 3.939 0.00
H -1.442 -2.462 3.564 1.317 3.875 -1.582 0.00
O 0.234 2.891 -2.956 0.777 0.381 0.518 0.80
H 0.349 2.401 -2.112 0.344 -0.275 0.539 -0.02
H -0.394 2.357 -3.452 -0.929 -0.567 -0.971 -0.02
O 1.606 0.501 -1.534 -3.439 -1.366 0.101 0.24
H 1.359 -0.387 -1.089 1.325 1.997 -0.934 0.00
H 2.448 0.868 -1.361 1.925 -0.171 0.737 -0.01

=====

No. 4
28
Properties=species:S:1:pos:R:3:forces:R:3:lowdin_charge:R:1 method="wB97M-V/def2-TZVPD" smiles=CC(C)(C)C(C)(C)C(O)O homo_energy_ev=-9.1 gap_ev=9.74 e_tot_ev=-12681.7716 de_lowest_kj_mol=185.7
C 0.631 -0.460 -0.314 -4.000 1.844 1.485 -0.39
C -0.969 0.373 0.183 0.763 -1.785 -1.017 -0.45
C 1.496 0.570 0.273 4.587 -1.598 -1.785 -0.31
C 0.761 -1.825 0.331 -0.090 0.320 -0.027 -0.03
C 0.666 -0.528 -1.827 0.058 0.041 0.220 -0.05
C -1.024 0.940 1.598 0.275 -0.074 -0.064 -0.07
C -1.309 1.480 -0.811 0.158 -0.185 0.016 -0.07
C -2.015 -0.734 0.074 -0.131 0.234 0.045 -0.08
O 2.911 0.205 -0.527 -1.310 1.371 1.307 -0.12
O 1.730 0.431 1.621 -0.163 0.078 -0.315 0.02
H 3.290 -0.572 -0.097 -0.256 0.122 0.189 0.05
H 2.316 1.139 1.909 0.002 0.022 -0.068 0.12
H 1.357 1.591 -0.083 -0.066 -0.116 0.107 0.15
H 0.023 -2.509 -0.082 -0.007 -0.035 -0.011 0.08
H 1.749 -2.231 0.114 0.068 -0.089 0.005 0.09
H 0.643 -1.773 1.410 -0.035 -0.062 0.086 0.09
H 1.496 -1.158 -2.140 0.037 0.042 -0.035 0.09
H -0.254 -0.965 -2.213 -0.098 -0.004 0.001 0.08
H 0.807 0.454 -2.270 0.016 0.038 -0.092 0.09
H -2.053 1.212 1.847 -0.068 -0.109 -0.135 0.09
H -0.440 1.854 1.695 0.139 0.004 0.072 0.08
H -0.674 0.217 2.332 0.012 0.028 0.103 0.08
H -0.551 2.261 -0.834 0.065 0.089 -0.047 0.08
H -1.441 1.095 -1.820 0.027 -0.010 -0.084 0.08
H -2.251 1.955 -0.524 0.004 -0.029 0.073 0.09
H -1.890 -1.481 0.856 0.037 -0.078 0.039 0.08
H -1.989 -1.233 -0.893 0.029 -0.055 -0.073 0.08
H -3.015 -0.308 0.192 -0.054 -0.003 0.005 0.08

=====

No. 5
14
Properties=species:S:1:pos:R:3:forces:R:3:lowdin_charge:R:1 method="wB97M-V/def2-TZVPD" homo_energy_ev=0.2 gap_ev=5.85 e_tot_ev=-18169.3783 charge=-2 de_lowest_kj_mol=7.6
C 0.179 0.400 -0.050 0.175 0.239 -0.008 -0.35
O 1.495 0.382 -0.526 0.434 -0.425 -0.228 -0.16
C -0.390 -1.010 0.087 -0.192 -0.145 -0.101 -0.32
C -1.923 -1.039 0.055 0.039 0.191 0.805 -0.81
S -2.706 -2.479 0.893 -0.021 -0.110 -0.318 -0.05
H -0.468 0.985 -0.737 0.011 -0.071 0.144 0.10
H 0.147 0.894 0.933 -0.159 0.066 -0.095 0.11
H 0.018 -1.636 -0.709 0.016 -0.010 -0.113 0.09
H -0.064 -1.466 1.024 0.058 0.050 0.038 0.07
H -2.263 -0.161 0.618 -0.017 0.096 -0.153 0.02
H -2.282 -0.905 -0.968 -0.014 -0.118 -0.101 0.03
H 2.053 1.185 -0.212 -0.539 0.265 0.296 -0.01
H 3.358 2.335 -0.603 0.178 0.240 -0.008 -0.16
O 2.846 2.516 0.194 0.031 -0.268 -0.157 -0.56

=====

No. 6
89
Properties=species:S:1:pos:R:3:forces:R:3:lowdin_charge:R:1 method="wB97M-V/def2-TZVPD" smiles="O=S1(=O)C[C@@H](Cc2ccccc2)CCO1.CCOC(=O)OC.CCOC(=O)OC.CCOC(=O)OC.CCOC(=O)OC" homo_energy_ev=-9.5 gap_ev=9.82 e_tot_ev=-70293.5829
O -1.843 0.104 5.400 -0.035 0.045 -0.152 -0.27
S -1.048 -0.539 4.396 0.132 -0.235 0.524 0.62
O 0.029 -1.388 4.790 0.006 0.143 -0.127 -0.26
C -2.117 -1.423 3.293 -0.041 -0.417 -0.236 -0.17
C -2.367 -0.797 1.900 -0.029 0.095 0.076 -0.30
C -3.712 -1.284 1.362 -0.018 -0.177 0.067 -0.12
C -4.969 -0.826 2.080 0.123 0.103 0.139 -0.21
C -4.989 0.004 3.199 0.230 -0.018 -0.095 -0.04
C -6.189 0.375 3.788 0.012 0.172 0.221 -0.07
C -7.388 -0.083 3.286 -0.305 -0.181 -0.174 -0.09
C -7.383 -0.927 2.180 -0.110 0.015 0.042 -0.08
C -6.187 -1.285 1.588 -0.064 -0.070 -0.125 -0.05
C -2.207 0.733 1.763 0.076 0.019 -0.180 -0.13
C -1.447 1.422 2.887 0.009 0.498 -0.191 -0.19
O -0.416 0.568 3.450 -0.357 0.029 -0.174 -0.22
H -1.617 -2.383 3.147 -0.030 0.071 0.060 0.11
H -3.034 -1.628 3.849 0.051 0.208 -0.010 0.11
H -1.602 -1.233 1.252 -0.037 0.024 0.053 0.14
H -3.705 -2.381 1.382 0.001 0.064 -0.068 0.13
H -3.802 -1.007 0.307 0.070 0.029 0.040 0.13
H -4.072 0.373 3.643 -0.032 -0.023 -0.045 0.10
H -6.185 1.029 4.654 0.063 -0.056 -0.050 0.11
H -8.326 0.201 3.747 0.054 0.003 -0.001 0.10
H -8.312 -1.316 1.779 0.016 0.070 0.035 0.10
H -6.194 -1.936 0.720 0.002 0.003 0.024 0.12
H -1.678 0.907 0.822 -0.074 0.012 0.051 0.10
H -3.175 1.231 1.659 0.029 -0.096 0.067 0.12
H -0.933 2.304 2.503 0.116 -0.130 0.111 0.13
H -2.103 1.768 3.686 0.042 -0.179 0.057 0.11
C 1.175 1.242 -4.723 0.118 -0.041 0.133 -0.05
C -0.047 0.669 -4.041 -0.095 0.070 -0.243 -0.19
O 0.280 0.011 -2.800 -0.016 -0.071 0.013 0.02
C 0.530 0.820 -1.775 -0.071 -0.049 -0.028 -0.61
O 0.473 2.022 -1.796 0.003 0.148 0.082 0.13
O 0.846 0.073 -0.713 -0.183 0.263 -0.020 -0.02
C 1.200 0.836 0.449 0.083 -0.146 0.277 -0.01
H 1.925 0.465 -4.874 -0.032 -0.018 -0.054 0.08
H 0.898 1.655 -5.693 -0.011 0.003 -0.008 0.08
H 1.620 2.038 -4.129 -0.049 0.035 -0.013 0.07
H -0.497 -0.113 -4.649 0.010 -0.059 0.066 0.12
H -0.801 1.433 -3.854 0.046 0.032 0.076 0.12
H 0.426 1.564 0.678 0.047 0.066 -0.060 0.07
H 2.152 1.342 0.303 -0.025 0.036 -0.078 0.11
H 1.288 0.122 1.262 0.002 -0.029 -0.031 0.10
C 2.595 -2.207 -1.991 0.368 -0.227 -0.095 -0.05
C 1.376 -3.076 -1.798 -0.179 0.279 0.026 -0.20
O 1.638 -4.463 -2.083 0.017 -0.030 -0.013 0.04
C 2.293 -5.124 -1.134 0.038 -0.011 -0.077 -0.62
O 2.642 -4.687 -0.068 -0.010 0.012 0.072 0.12
O 2.505 -6.369 -1.565 -0.006 -0.003 -0.003 0.00
C 3.257 -7.186 -0.664 0.005 -0.099 0.008 -0.04
H 3.000 -2.329 -2.998 -0.077 0.014 -0.022 0.09
H 2.323 -1.168 -1.844 0.062 -0.052 -0.033 0.05
H 3.383 -2.465 -1.283 -0.061 -0.011 0.057 0.08
H 0.594 -2.792 -2.500 -0.005 -0.082 -0.030 0.12
H 0.975 -2.984 -0.789 0.075 -0.040 0.033 0.12
H 2.797 -7.199 0.322 0.010 0.036 0.014 0.09
H 4.280 -6.821 -0.586 -0.012 0.034 0.040 0.10
H 3.251 -8.183 -1.092 -0.014 0.017 -0.038 0.09
C 3.068 -2.642 5.432 0.083 0.248 0.042 -0.06
C 3.847 -2.750 4.140 -0.104 -0.329 0.034 -0.20
O 4.209 -1.457 3.617 -0.010 0.048 -0.046 0.04
C 5.227 -0.857 4.222 -0.071 0.041 0.016 -0.62
O 5.888 -1.299 5.124 0.051 -0.029 0.018 0.12
O 5.399 0.341 3.654 0.001 0.012 -0.019 0.00
C 6.433 1.129 4.249 0.048 0.074 -0.038 -0.04
H 2.197 -2.005 5.291 -0.046 -0.088 0.001 0.05
H 2.733 -3.630 5.749 -0.010 -0.016 -0.037 0.08
H 3.680 -2.216 6.226 0.062 -0.066 -0.015 0.08
H 3.234 -3.194 3.358 0.013 0.075 -0.056 0.12
H 4.745 -3.357 4.252 0.055 0.094 0.042 0.12
H 7.372 0.581 4.273 -0.006 -0.026 0.032 0.09
H 6.154 1.421 5.260 0.023 -0.044 0.022 0.10
H 6.532 2.011 3.623 -0.038 -0.009 -0.018 0.09
C -1.845 6.232 -7.960 0.103 0.085 0.108 -0.06
C -1.468 4.800 -7.652 -0.181 -0.047 -0.186 -0.21
O -0.312 4.714 -6.802 0.043 -0.020 0.003 0.03
C -0.530 4.978 -5.514 0.050 0.030 -0.010 -0.62
O -1.593 5.239 -5.014 -0.052 -0.016 0.027 0.12
O 0.634 4.900 -4.873 0.024 0.007 -0.014 0.00
C 0.567 5.209 -3.476 0.061 -0.073 0.156 -0.03
H -0.996 6.763 -8.391 -0.017 -0.022 -0.056 0.08
H -2.669 6.254 -8.673 0.003 -0.014 -0.016 0.08
H -2.156 6.757 -7.058 -0.040 -0.036 0.007 0.07
H -1.177 4.276 -8.561 0.074 -0.018 0.033 0.12
H -2.295 4.257 -7.195 0.013 0.048 0.081 0.12
H -0.179 4.594 -2.979 -0.024 0.012 -0.013 0.09
H 0.344 6.264 -3.329 -0.067 -0.008 -0.041 0.10
H 1.550 4.980 -3.075 0.020 -0.011 -0.050 0.09